No. 1
Here is C35H39BrN9O2S2Yb as an isolated structure from OMol25. Energies are from ωB97M-V/def2-TZVPD.

Each line ends with the Löwdin charge.
Element x y z (Å)
Yb -2.13 0.00 -0.24  1.4651
C -2.24 0.16 3.30  -0.1306
N -1.33 0.65 2.26  -0.3014
C 0.02 0.19 2.64  -0.0908
C -1.32 2.12 2.26  -0.1947
C -2.52 2.72 1.56  -0.2061
N -2.50 2.45 0.11  -0.3540
C -1.47 3.25 -0.56  -0.1018
C -3.81 2.83 -0.47  -0.0861
H -1.84 0.42 4.29  0.0975
H -2.34 -0.93 3.23  0.0852
H -3.23 0.60 3.21  0.0253
H 0.29 0.59 3.62  0.1009
H 0.75 0.54 1.91  0.0448
H 0.05 -0.89 2.69  0.0912
H -0.39 2.44 1.77  0.0866
H -1.28 2.49 3.29  0.1343
H -2.53 3.81 1.73  0.1328
H -3.45 2.32 1.96  0.0858
H -1.59 4.32 -0.30  0.0996
H -1.56 3.14 -1.63  0.0743
H -0.47 2.92 -0.28  0.0408
H -3.96 3.92 -0.37  0.1015
H -4.61 2.31 0.04  0.0515
H -3.82 2.57 -1.53  0.0931
C -3.24 -3.26 0.57  -0.0601
O -2.05 -2.44 0.50  -0.2168
C -0.86 -3.08 0.74  -0.2062
C -0.76 -4.39 1.18  -0.0454
C 0.51 -4.94 1.33  -0.6628
Br 0.65 -6.73 1.91  0.7770
C 1.65 -4.22 1.05  -0.0567
C 1.55 -2.89 0.63  -0.0591
C 0.28 -2.34 0.48  -0.1877
O 0.07 -1.05 0.04  -0.0985
C 2.81 -2.20 0.31  -0.2729
N 3.90 -2.86 0.04  0.1928
C 4.84 -1.88 -0.25  -0.2259
C 6.18 -2.01 -0.62  -0.0076
C 6.89 -0.86 -0.86  -0.0912
C 6.30 0.41 -0.74  -0.0944
C 4.98 0.56 -0.37  -0.0241
C 4.26 -0.61 -0.13  -0.1893
N 2.95 -0.84 0.24  0.1722
H -3.11 -4.11 -0.09  0.1110
H -4.06 -2.63 0.23  0.0148
H -3.39 -3.57 1.60  0.1071
H -1.64 -4.99 1.40  0.1032
H 2.63 -4.66 1.14  0.1135
H 0.58 -0.88 -0.79  0.0708
H 6.62 -2.99 -0.72  0.1147
H 7.93 -0.93 -1.16  0.0998
H 6.90 1.29 -0.94  0.0974
H 4.53 1.54 -0.27  0.0726
H 2.26 -0.13 0.40  0.0711
S -4.21 -0.74 -1.75  0.5452
C -5.22 -0.26 -0.41  -1.1260
S -4.43 -0.14 1.14  0.5778
C -6.53 0.07 -0.57  -0.3934
C -7.31 0.54 0.54  -0.2645
N -7.93 0.93 1.43  0.1482
C -7.17 0.01 -1.85  -0.2572
N -7.68 -0.04 -2.87  0.1520
C 3.85 4.45 -0.42  -0.0341
N 2.68 4.08 0.36  -0.1923
C 2.43 4.78 1.62  -0.0252
C 2.17 2.87 0.21  -0.2730
N 1.69 1.83 0.07  0.2021
H 3.75 5.49 -0.72  0.0931
H 3.90 3.83 -1.31  0.0962
H 4.77 4.32 0.16  0.0951
H 2.45 5.85 1.43  0.0949
H 3.18 4.53 2.37  0.0972
H 1.44 4.50 1.98  0.0865
C -1.13 0.61 -2.41  -0.2438
C -0.33 -0.57 -2.73  -0.3625
C -0.93 -1.82 -2.97  -0.0563
C -0.19 -2.98 -3.07  -0.0165
C 1.20 -2.94 -2.96  -0.2411
C 1.83 -1.71 -2.77  -0.0345
C 1.08 -0.55 -2.67  -0.0837
C 1.97 -4.15 -3.03  -0.1935
N 2.58 -5.13 -3.07  0.1550
H -2.05 0.67 -3.00  0.0260
H -0.56 1.53 -2.50  0.0296
H -2.01 -1.88 -3.08  0.0778
H -0.69 -3.93 -3.24  0.1247
H 2.91 -1.67 -2.70  0.1231
H 1.59 0.40 -2.52  0.1088

Output
2S+1: 2
largest force on an atom: 0.5 eV Å⁻¹
charge: 0
E: -6529.54403 Eh
lowest unoccupied orbital energy (spin up / spin down): -0.4 / -0.4 eV
HOMO-LUMO gap (spin up / spin down): 7.4 / 7.4 eV

=====

No. 2
Here is C35H39BrN9O9Y as an isolated structure in a non-equilibrium geometry from OMol25. Energies are from ωB97M-V/def2-TZVPD.

Each line ends with the natural charge from an NBO analysis.
Element x y z (Å)
Y -0.61 0.57 -0.48  2.0004
O -2.30 1.35 0.83  -0.5960
N -2.60 0.57 1.79  0.1887
N -1.67 -0.23 2.13  0.1526
O -0.49 -0.26 1.56  -0.6700
C -1.91 -1.12 3.25  0.1816
C -3.17 -1.22 3.82  -0.2424
C -3.35 -2.08 4.89  -0.1862
C -2.29 -2.84 5.37  -0.2187
C -1.04 -2.72 4.79  -0.2029
C -0.84 -1.86 3.71  -0.2467
H -3.99 -0.64 3.42  0.2451
H -4.33 -2.18 5.33  0.2161
H -2.44 -3.51 6.21  0.2159
H -0.20 -3.30 5.16  0.2145
H 0.12 -1.75 3.24  0.2447
O -0.05 -2.10 -3.52  -0.6131
C -0.53 -1.36 -2.69  0.6745
O -0.21 -0.11 -2.46  -0.8953
C -1.62 -1.90 -1.67  0.6763
O -1.99 -3.04 -1.72  -0.6038
O -2.00 -0.98 -0.81  -0.8801
C 0.05 2.30 3.31  -0.7175
C 1.02 2.54 2.19  0.7432
O 0.70 2.40 1.01  -0.6800
N 2.27 2.94 2.54  -0.5902
C 3.37 2.76 1.61  -0.2579
C 3.88 1.33 1.56  0.2140
C 4.93 1.02 0.69  -0.2598
C 5.37 -0.28 0.62  -0.1554
C 4.76 -1.24 1.42  -0.2676
C 3.74 -0.83 2.26  0.0466
N 3.30 0.43 2.34  -0.4468
H -0.96 2.38 2.93  0.2491
H 0.20 3.01 4.13  0.2215
H 0.21 1.29 3.69  0.2593
H 2.49 2.85 3.52  0.3985
H 4.18 3.42 1.90  0.2147
H 3.04 3.06 0.62  0.2395
H 5.36 1.80 0.07  0.2216
H 6.17 -0.56 -0.06  0.2222
H 5.07 -2.27 1.39  0.2247
H 3.25 -1.55 2.91  0.1932
C 0.75 -3.05 0.15  -0.2614
O 1.14 -1.73 -0.25  -0.5009
C 2.11 -1.61 -1.18  0.2567
C 2.72 -2.65 -1.85  -0.2238
C 3.66 -2.35 -2.84  -0.0921
Br 4.52 -3.78 -3.74  0.0600
C 3.94 -1.06 -3.19  -0.2262
C 3.32 -0.01 -2.50  -0.1730
C 2.45 -0.29 -1.47  0.3956
O 1.86 0.67 -0.71  -0.7346
C 3.52 1.40 -2.87  0.4285
N 3.10 2.40 -2.14  -0.5587
C 3.41 3.55 -2.86  0.1581
C 3.17 4.89 -2.56  -0.1776
C 3.58 5.84 -3.47  -0.2410
C 4.22 5.47 -4.67  -0.2120
C 4.46 4.15 -4.98  -0.2215
C 4.04 3.20 -4.05  0.0801
N 4.11 1.81 -4.03  -0.5227
H 1.61 -3.57 0.59  0.1747
H 0.35 -3.60 -0.70  0.2188
H -0.03 -2.92 0.89  0.2215
H 2.45 -3.67 -1.64  0.2406
H 4.66 -0.86 -3.97  0.2146
H 2.15 1.55 -1.08  0.5313
H 2.68 5.16 -1.63  0.2093
H 3.41 6.89 -3.26  0.2160
H 4.53 6.24 -5.36  0.2176
H 4.95 3.87 -5.90  0.2204
H 4.42 1.21 -4.77  0.4268
C -4.05 3.66 -2.65  -0.4118
N -2.71 3.10 -2.62  -0.4100
C -2.55 1.81 -3.29  -0.4143
C -1.77 3.50 -1.74  0.6767
N -0.79 2.70 -1.40  -0.9204
N -1.91 4.79 -1.24  -0.4590
C -1.20 5.08 -0.01  -0.4162
C -1.87 5.87 -2.22  -0.4052
H -4.77 2.85 -2.55  0.2100
H -4.24 4.18 -3.60  0.1919
H -4.18 4.36 -1.83  0.2256
H -3.11 1.84 -4.23  0.2030
H -2.94 0.99 -2.68  0.2150
H -1.51 1.62 -3.50  0.2574
H -0.10 3.20 -0.85  0.3862
H -0.14 5.29 -0.17  0.1720
H -1.30 4.25 0.69  0.2349
H -1.65 5.97 0.45  0.2082
H -2.38 5.58 -3.13  0.2163
H -0.83 6.12 -2.48  0.1839
H -2.35 6.76 -1.81  0.2027

Output
largest force on an atom: 1.8 eV Å⁻¹
charge: 0
E: -5139.65657 Eh
lowest unoccupied orbital energy: 0.2 eV
HOMO-LUMO gap: 8.2 eV

=====

No. 3
Here is C35H39F4FeN3O4Si as an isolated structure in a non-equilibrium geometry from OMol25. Energies are from ωB97M-V/def2-TZVPD.

Each line ends with the Löwdin charge.
Element x y z (Å)
Fe 0.36 -0.03 -0.99  0.8223
C -2.32 1.48 3.22  -0.0743
C -1.63 2.40 2.20  -0.3648
C -2.33 3.76 2.22  -0.0618
C -0.14 2.50 2.50  -0.1266
C 0.21 2.85 3.80  -0.0737
C 1.52 2.90 4.22  -0.1141
C 2.51 2.57 3.31  -0.0674
C 2.23 2.22 1.99  -0.1274
C 3.45 1.90 1.12  -0.3657
C 3.54 2.78 -0.13  -0.0647
C 3.52 0.41 0.80  -0.0621
C 0.88 2.21 1.53  -0.1572
N 0.54 1.96 0.18  0.0352
C -0.05 3.00 -0.46  -0.2743
C 0.13 4.37 -0.14  -0.0421
C -0.46 5.39 -0.87  -0.1351
C -1.29 5.13 -1.95  -0.1401
C -1.50 3.79 -2.30  -0.0384
C -0.89 2.80 -1.58  -0.2273
F -1.12 1.51 -1.95  0.0136
H -3.37 1.33 2.94  0.0767
H -2.30 1.91 4.23  0.0636
H -1.83 0.51 3.26  0.0721
H -1.75 1.95 1.23  0.1144
H -2.26 4.21 3.22  0.0704
H -3.40 3.64 1.98  0.0737
H -1.90 4.45 1.50  0.0583
H -0.58 3.08 4.52  0.0956
H 1.78 3.19 5.23  0.0839
H 3.55 2.59 3.63  0.0966
H 4.31 2.13 1.75  0.1067
H 2.74 2.56 -0.83  0.0418
H 4.50 2.61 -0.64  0.0758
H 3.49 3.84 0.14  0.0732
H 2.61 0.08 0.32  0.0257
H 3.62 -0.17 1.72  0.0818
H 4.35 0.18 0.13  0.0771
H 0.78 4.61 0.70  0.1108
H -0.27 6.43 -0.58  0.0866
H -1.76 5.92 -2.52  0.0760
H -2.14 3.51 -3.13  0.1098
O 0.67 -1.36 1.11  -0.0161
C -0.57 -1.32 1.06  -0.6172
O -1.25 -0.54 0.34  -0.0856
C -1.36 -2.32 1.89  -0.0961
C -2.73 -2.39 1.76  0.0012
C -3.46 -3.30 2.52  -0.0627
C -2.81 -4.15 3.40  -0.0224
C -1.43 -4.07 3.50  -0.1377
C -0.70 -3.17 2.76  0.0721
N -0.74 -4.96 4.44  -0.3995
O -1.38 -5.73 5.09  0.0599
O 0.44 -4.89 4.52  0.0944
H -3.22 -1.72 1.06  0.1161
H -4.54 -3.35 2.42  0.0997
H -3.35 -4.87 4.00  0.1075
H 0.38 -3.12 2.85  0.1331
C -1.68 -3.59 -3.98  -0.2005
Si -1.40 -1.89 -3.18  0.3531
C -1.44 -0.65 -4.60  -0.1872
C -2.93 -1.59 -2.14  -0.1834
N 0.01 -1.81 -2.23  -0.1211
C 1.11 -2.62 -2.37  -0.3669
C 2.03 -2.83 -1.30  -0.0424
C 3.14 -3.64 -1.44  -0.1177
C 3.42 -4.30 -2.63  -0.1568
C 2.56 -4.10 -3.70  -0.1326
C 1.44 -3.28 -3.59  -0.0703
H -2.75 -3.78 -4.10  0.0142
H -1.25 -4.38 -3.36  0.0276
H -1.21 -3.66 -4.98  0.0106
H -2.43 -0.65 -5.09  0.0179
H -0.67 -0.88 -5.34  0.0207
H -1.24 0.36 -4.23  0.0110
H -3.77 -1.21 -2.75  0.0221
H -2.72 -0.86 -1.36  -0.0039
H -3.25 -2.52 -1.65  0.0214
H 1.81 -2.35 -0.35  0.0700
H 3.81 -3.76 -0.58  0.0890
H 4.30 -4.93 -2.73  0.0718
H 2.76 -4.59 -4.65  0.0829
H 0.82 -3.10 -4.46  0.0765
F 1.72 2.06 -2.73  -0.0489
C 1.80 0.66 -2.54  -0.4682
F 3.16 0.45 -2.38  -0.0317
F 1.57 0.19 -3.83  -0.0284

Output
2S+1: 5
largest force on an atom: 2.9 eV Å⁻¹
charge: -2
E: -3775.09744 Eh
lowest unoccupied orbital energy (spin up / spin down): 3.7 / 3.7 eV
HOMO-LUMO gap (spin up / spin down): 5.4 / 5.5 eV

=====

Among the records above, which one has the highest largest force on an atom? C35H39F4FeN3O4Si